The following is a quantum chemistry calculation of C8H11N2O as an isolated structure at a distorted geometry, from the OMol25 dataset.

LUMO energy (alpha / beta) (Ha): -0.156 / -0.156
ΔE to the lowest compared entry with this formula, charge and spin (kcal per mole): 179.1
Largest force on an atom (hartree/bohr): 0.127
DFT total energy (eV): -13488.6073
HOMO (alpha / beta) (eV): -10.71 / -10.71
Net charge: +1

Last column: natural (NBO) charge in e.
Geometry (Å):
C1 -0.69905 -3.12522 0.62443  -0.289
C2 -0.99570 -2.44550 1.74549  -0.136
C3 -0.15936 -2.49915 -0.46632  0.073
C4 -0.65284 -1.12791 1.71633  -0.076
C5 -0.15181 0.80578 0.51476  0.181
C6 0.57203 1.57171 -1.22963  0.668
C7 -0.57734 1.88289 1.43466  -0.687
C8 1.08813 0.63414 -2.23163  -0.745
N1 0.15744 -1.24843 -0.50023  -0.290
N2 -0.12706 -0.52188 0.60092  -0.140
O1 0.42629 2.79554 -1.24976  -0.602
H1 -1.01873 -4.12989 0.35732  0.239
H2 -1.35795 -2.95869 2.54240  0.245
H3 0.05063 -3.03603 -1.29999  0.212
H4 -0.74206 -0.44556 2.64124  0.236
H5 -1.36266 1.51156 1.90932  0.232
H6 0.28863 2.24811 2.09706  0.234
H7 -0.75628 2.81823 1.03482  0.256
H8 1.48125 1.03076 -3.06648  0.233
H9 0.12752 0.16768 -2.57833  0.301
H10 1.68728 -0.14787 -1.87216  0.297
H11 0.59062 3.46493 -2.07663  0.556


The following is a quantum chemistry calculation of C4H4O2 in the gas phase at a distorted geometry, from the OMol25 dataset.

LUMO energy (Ha): -0.021
ΔE to the lowest compared entry with this formula, charge and spin (kcal per mole): 24.7
Largest force on an atom (hartree/bohr): 0.047
DFT total energy (eV): -8306.0049
Structure (SMILES): C=C(C=O)C=O
HOMO (eV): -10.01
Net charge: 0

Last column: natural (NBO) charge in e.
Geometry (Å):
C1 -1.23158 -0.12728 1.17547  -0.243
C2 -0.31452 -0.15774 0.20154  -0.273
C3 0.51346 1.07644 -0.04788  0.405
O1 0.38011 2.01910 0.70076  -0.508
C4 0.03651 -1.44559 -0.53054  0.407
O2 0.67831 -1.34167 -1.57773  -0.516
H1 -1.98214 -0.91694 1.42980  0.209
H2 -1.42911 0.82389 1.73542  0.230
H3 1.25650 1.01036 -0.88129  0.154
H4 -0.33583 -2.41169 -0.05970  0.136


The following is a quantum chemistry calculation of a 18-piece molecular cluster, C81H198O54S9 overall at a distorted geometry, from the OMol25 dataset.

LUMO energy (Ha): -0.002
Largest force on an atom (hartree/bohr): 0.097
DFT total energy (eV): -295255.6086
HOMO (eV): -9.11
Net charge: 0

Last column: Löwdin charge in e.
Geometry (Å):
O1 -1.64457 7.41084 -7.49664  -0.334
S1 -3.07840 6.97666 -7.21542  0.734
O2 -3.80151 6.11107 -8.15719  -0.304
O3 -3.15350 6.25409 -5.69824  -0.301
C1 -4.23357 5.38225 -5.33607  -0.226
C2 -3.73745 4.48204 -4.12507  -0.048
C3 -4.02214 8.52878 -6.93032  -0.095
H1 -4.68083 4.75856 -6.11006  0.112
H2 -5.00603 6.03285 -4.92601  0.108
H3 -4.41321 4.01702 -3.40729  0.062
H4 -3.06584 5.04399 -3.47603  0.046
H5 -3.13945 3.60479 -4.37192  0.068
H6 -3.75175 9.02062 -5.99594  0.074
H7 -5.06022 8.19858 -6.89212  0.065
H8 -3.68186 9.06749 -7.81469  0.067
O4 3.09211 -0.80958 -9.35180  -0.317
S2 3.84855 0.09101 -8.43639  0.687
O5 4.18524 1.44715 -8.85754  -0.307
O6 3.28261 0.23988 -6.88458  -0.266
C4 2.57383 -0.81245 -6.28240  -0.307
C5 1.59902 -0.27059 -5.32747  -0.066
C6 5.39521 -0.84622 -8.02713  -0.099
H9 3.29115 -1.37312 -5.68307  0.116
H10 2.07317 -1.42708 -7.03051  0.120
H11 1.72078 -0.74887 -4.35561  0.061
H12 0.58899 -0.41482 -5.71105  0.071
H13 1.60619 0.81206 -5.20137  0.086
H14 6.16795 -0.69306 -8.78047  0.066
H15 4.96044 -1.84550 -8.00433  0.063
H16 5.89952 -0.41251 -7.16362  0.066
O7 -6.80197 -5.40497 -2.79441  -0.287
S3 -6.29889 -4.35808 -3.68479  0.622
O8 -5.99434 -4.61679 -5.07277  -0.276
O9 -7.29126 -3.11519 -3.73945  -0.260
C7 -8.08407 -2.80309 -2.65528  -0.270
C8 -9.34072 -3.67192 -2.17659  -0.040
C9 -4.87844 -3.48802 -3.00965  -0.097
H17 -8.47866 -1.89469 -3.11047  0.111
H18 -7.50442 -2.61652 -1.75124  0.109
H19 -9.59419 -3.60389 -1.11865  0.077
H20 -9.22189 -4.70553 -2.50162  0.056
H21 -10.17963 -3.50602 -2.85247  0.066
H22 -4.08702 -4.23582 -2.95903  0.068
H23 -5.11535 -3.38843 -1.95038  0.061
H24 -4.70985 -2.61538 -3.64065  0.066
O10 -7.19144 -1.30315 2.37075  -0.305
S4 -5.84989 -1.74324 2.76346  0.733
O11 -5.55622 -3.19313 2.89285  -0.322
O12 -4.78121 -1.01435 1.73002  -0.275
C10 -5.14725 -0.07949 0.77429  -0.294
C11 -5.66604 1.11134 1.45763  -0.095
C12 -5.14709 -0.91550 4.32868  -0.066
H25 -5.89950 -0.58212 0.16635  0.117
H26 -4.25534 0.26795 0.25286  0.130
H27 -5.08011 1.49417 2.29323  0.070
H28 -6.65683 1.03160 1.90495  0.075
H29 -5.82957 1.88333 0.70571  0.081
H30 -4.80341 0.09802 4.12191  0.015
H31 -4.32196 -1.51718 4.70978  0.070
H32 -5.96892 -0.74227 5.02345  0.066
O13 2.17850 -0.73242 -1.74390  -0.298
S5 3.34372 -1.61263 -1.73997  0.656
O14 3.79871 -2.36458 -2.88631  -0.286
O15 4.69864 -0.79857 -1.19334  -0.287
C13 5.56991 -0.17955 -2.19391  -0.214
C14 4.79134 0.90697 -2.99507  -0.052
C15 3.27151 -2.64550 -0.27765  -0.109
H33 5.94252 -0.97090 -2.84431  0.105
H34 6.45974 0.22190 -1.70900  0.111
H35 5.42592 1.50717 -3.64712  0.077
H36 4.33257 1.55273 -2.24632  0.064
H37 4.01870 0.45935 -3.62018  0.052
H38 3.13514 -1.96857 0.56572  0.044
H39 4.11531 -3.32917 -0.18437  0.083
H40 2.44890 -3.35568 -0.36155  0.071
O16 6.62006 5.24206 -0.42188  -0.291
S6 5.75992 4.29721 -1.09889  0.670
O17 6.20893 3.76215 -2.38356  -0.305
O18 5.57137 3.04114 -0.03941  -0.293
C16 6.61724 2.35600 0.53423  -0.305
C17 7.04657 2.93093 1.84840  -0.075
C18 3.98441 4.88701 -1.21609  -0.065
H41 7.51405 2.32902 -0.08472  0.130
H42 6.15598 1.37800 0.67155  0.118
H43 6.20138 2.99480 2.53374  0.047
H44 7.46405 3.93405 1.93538  0.085
H45 7.73925 2.32452 2.43198  0.085
H46 3.92152 5.51857 -0.32993  0.060
H47 3.35701 4.00150 -1.11438  0.056
H48 3.98261 5.47529 -2.13371  0.068
O19 -3.36652 -6.30329 1.62400  -0.304
S7 -3.97025 -5.38652 0.63987  0.728
O20 -3.49462 -3.98723 0.56008  -0.316
O21 -3.80517 -6.08023 -0.87760  -0.286
C19 -3.99564 -7.48569 -1.03611  -0.258
C20 -4.63471 -7.83312 -2.38297  -0.047
C21 -5.87784 -5.38128 0.84222  -0.066
H49 -4.65617 -7.86499 -0.25642  0.111
H50 -3.00273 -7.92501 -0.94002  0.101
H51 -4.72233 -8.89865 -2.59526  0.087
H52 -4.19138 -7.36292 -3.26073  0.065
H53 -5.69545 -7.58225 -2.38302  0.056
H54 -6.26662 -6.34366 0.50941  0.061
H55 -6.44684 -4.55503 0.41602  0.058
H56 -6.05410 -5.12517 1.88694  0.033
O22 -1.17099 6.42632 -2.91743  -0.297
S8 0.07289 5.87103 -3.44160  0.680
O23 1.35977 6.17220 -2.80845  -0.305
O24 -0.22796 4.26266 -3.47636  -0.305
C22 0.49065 3.36562 -2.67232  -0.243
C23 -0.22543 3.47455 -1.29388  -0.033
C24 0.22018 6.05983 -5.25669  -0.089
H57 1.53995 3.65085 -2.74788  0.094
H58 0.49666 2.36955 -3.11493  0.114
H59 0.34168 3.67970 -0.38592  0.068
H60 -0.70245 2.53818 -1.00445  0.063
H61 -0.84326 4.36998 -1.36159  0.067
H62 0.79762 5.23884 -5.68171  0.076
H63 0.75271 6.95880 -5.56713  0.077
H64 -0.79904 6.06205 -5.64304  0.022
O25 -3.06436 1.75432 7.68260  -0.282
S9 -3.30592 2.27393 6.32575  0.733
O26 -3.23048 1.48992 5.08951  -0.319
O27 -4.82030 3.08241 6.28108  -0.278
C25 -5.40232 3.62839 5.13170  -0.312
C26 -6.88100 3.80044 5.44910  -0.067
C27 -2.23680 3.73291 6.18845  -0.108
H65 -5.21471 3.00997 4.25394  0.102
H66 -5.11646 4.65540 4.90450  0.115
H67 -6.99144 4.35091 6.38339  0.079
H68 -7.37439 2.84416 5.62282  0.082
H69 -7.34223 4.50836 4.76047  0.081
H70 -2.80292 4.60236 6.52263  0.068
H71 -1.99583 3.93633 5.14507  0.074
H72 -1.39361 3.62584 6.87085  0.053
C28 1.54246 3.01058 6.62367  -0.131
O28 1.66524 2.51722 7.91185  -0.177
C29 2.50395 3.19134 8.81930  -0.181
C30 3.08997 2.19345 9.85554  -0.118
O29 1.91419 1.73303 10.62458  -0.137
C31 1.75901 2.53159 11.79934  -0.188
C32 2.38219 1.81784 13.05147  -0.137
O30 1.28063 1.31665 13.86703  -0.195
C33 0.56953 2.30324 14.59093  -0.132
H73 1.26209 2.37740 5.78191  0.096
H74 2.50785 3.36703 6.26439  0.064
H75 0.97401 3.93741 6.54662  0.077
H76 1.83621 3.89436 9.31728  0.123
H77 3.21208 3.78259 8.23871  0.104
H78 3.84967 2.71918 10.43395  0.122
H79 3.49626 1.32802 9.33202  0.097
H80 0.69071 2.67786 11.95883  0.119
H81 2.10400 3.56159 11.70885  0.114
H82 2.85730 2.64551 13.57810  0.102
H83 3.11666 1.02834 12.89221  0.127
H84 1.00099 3.28099 14.80528  0.088
H85 0.20583 1.86870 15.52206  0.085
H86 -0.32976 2.54818 14.02580  0.075
C34 -1.23026 0.48330 -9.20560  -0.129
O31 -0.55179 1.02283 -10.31495  -0.184
C35 0.26687 2.19629 -9.99278  -0.147
C36 1.34111 2.49820 -11.10248  -0.115
O32 0.86199 3.01141 -12.38392  -0.155
C37 0.14627 4.20437 -12.34269  -0.202
C38 0.05121 4.71267 -13.81341  -0.173
O33 -1.27167 5.25629 -13.96666  -0.189
C39 -1.33760 5.63955 -15.36496  -0.125
H87 -0.60686 0.44797 -8.31217  0.064
H88 -1.37721 -0.58389 -9.37178  0.078
H89 -2.09104 1.06827 -8.88159  0.088
H90 0.72852 2.01353 -9.02243  0.102
H91 -0.45564 2.96492 -9.71840  0.114
H92 1.95527 1.61605 -11.28335  0.121
H93 2.02293 3.27589 -10.75836  0.117
H94 0.50144 4.94913 -11.63046  0.128
H95 -0.87995 3.91390 -12.11772  0.122
H96 0.26104 3.94918 -14.56250  0.131
H97 0.57108 5.67039 -13.78852  0.119
H98 -1.38665 4.83740 -16.10134  0.081
H99 -0.55037 6.31237 -15.70507  0.081
H100 -2.26101 6.15602 -15.62703  0.078
C40 -0.59304 -9.73846 -0.13691  -0.143
O34 -0.78138 -8.41692 -0.42995  -0.195
C41 -0.57785 -7.58031 0.75131  -0.139
C42 0.90578 -7.33877 1.15803  -0.170
O35 1.25998 -8.46126 1.91952  -0.143
C43 2.64773 -8.69226 2.25326  -0.164
C44 3.30472 -7.72907 3.24675  -0.191
O36 2.68300 -7.93866 4.54354  -0.164
C45 3.03041 -6.95037 5.45487  -0.126
H101 -0.71278 -10.37742 -1.01183  0.088
H102 -1.46286 -9.93562 0.48971  0.094
H103 0.34207 -10.03895 0.33570  0.087
H104 -1.18528 -7.87359 1.60753  0.125
H105 -1.01793 -6.58975 0.63633  0.101
H106 1.02009 -6.53929 1.89006  0.093
H107 1.58954 -7.08866 0.34685  0.131
H108 3.39249 -8.58057 1.46524  0.115
H109 2.80706 -9.70863 2.61341  0.129
H110 3.13555 -6.72275 2.86359  0.103
H111 4.37879 -7.88311 3.14312  0.124
H112 2.48310 -6.03560 5.22740  0.070
H113 4.08645 -6.76944 5.25447  0.083
H114 2.78138 -7.19274 6.48799  0.093
C46 -1.23810 -7.30982 -4.02862  -0.062
O37 -2.34616 -7.63645 -4.90353  -0.186
C47 -2.54253 -6.73893 -5.94562  -0.236
C48 -1.60971 -6.95439 -7.12805  -0.192
O38 -1.50903 -5.86231 -8.03548  -0.115
C49 -0.96580 -4.69227 -7.46424  -0.181
C50 -1.68611 -3.29523 -7.66970  -0.121
O39 -2.94343 -3.38143 -6.93932  -0.209
C51 -3.58998 -2.18720 -6.51665  -0.089
H115 -1.74634 -6.63791 -3.33700  0.079
H116 -0.29446 -6.93182 -4.42201  0.086
H117 -0.95296 -8.19947 -3.46709  0.082
H118 -2.72567 -5.70585 -5.65013  0.118
H119 -3.48783 -6.93171 -6.45292  0.132
H120 -1.94545 -7.77137 -7.76674  0.128
H121 -0.66249 -7.36122 -6.77397  0.116
H122 0.03017 -4.56139 -7.88734  0.114
H123 -0.70494 -4.92415 -6.43163  0.114
H124 -1.77832 -3.06283 -8.73064  0.115
H125 -1.15345 -2.49183 -7.16086  0.104
H126 -3.86802 -1.59179 -7.38629  0.082
H127 -2.87028 -1.58591 -5.96114  0.065
H128 -4.54955 -2.42579 -6.05797  0.077
C52 -2.20170 -0.73013 -3.04131  -0.121
O40 -1.66421 -1.98890 -2.88343  -0.158
C53 -1.88767 -2.73827 -1.72201  -0.185
C54 -0.98436 -2.10951 -0.56152  -0.120
O41 -1.41503 -0.78741 -0.12055  -0.147
C55 -0.79500 -0.14851 1.00538  -0.141
C56 0.75277 0.12587 0.84858  -0.210
O42 1.29507 0.54067 2.08044  -0.162
C57 2.70688 0.63767 1.90062  -0.102
H129 -3.02816 -0.62095 -2.33907  0.083
H130 -2.60587 -0.58412 -4.04302  0.062
H131 -1.47727 0.07681 -2.93108  0.085
H132 -1.62126 -3.77956 -1.54083  0.117
H133 -2.90618 -3.01632 -1.45101  0.066
H134 -0.00698 -1.98332 -1.02726  0.102
H135 -0.97624 -2.88574 0.20367  0.096
H136 -1.01073 -0.64976 1.94894  0.116
H137 -1.18021 0.85124 1.20593  0.114
H138 1.00072 0.87374 0.09539  0.109
H139 1.26723 -0.80023 0.59212  0.080
H140 3.20638 -0.33105 1.91474  0.066
H141 3.21268 1.12480 2.73426  0.085
H142 3.11693 1.14493 1.02732  0.086
C58 2.56083 -0.85852 6.40081  -0.071
O43 3.72801 -1.53194 6.78671  -0.179
C59 3.99336 -1.49977 8.15175  -0.226
C60 5.27318 -2.20103 8.54060  -0.189
O44 6.46355 -1.57798 8.04356  -0.098
C61 7.46085 -2.53372 8.13205  -0.231
C62 8.83160 -1.80877 8.14667  -0.212
O45 9.08961 -0.80675 9.09218  -0.190
C63 8.53553 0.56340 8.93054  -0.058
H143 1.60651 -1.29058 6.70198  0.107
H144 2.75706 -0.72512 5.33695  0.088
H145 2.72507 0.16127 6.74888  0.081
H146 3.22782 -2.00605 8.73975  0.135
H147 4.11421 -0.54760 8.66833  0.106
H148 5.05102 -3.20084 8.16761  0.127
H149 5.29914 -2.29930 9.62585  0.135
H150 7.51580 -3.37945 7.44662  0.126
H151 7.54551 -3.05340 9.08645  0.121
H152 8.94535 -1.21281 7.24114  0.113
H153 9.65042 -2.52790 8.16872  0.125
H154 7.46274 0.54845 8.73817  0.067
H155 8.91334 1.08937 8.05378  0.066
H156 8.81406 1.10241 9.83607  0.087
C64 -10.19435 5.55910 -5.73248  -0.112
O46 -10.36663 5.66205 -4.31366  -0.192
C65 -9.19639 5.47654 -3.46020  -0.138
C66 -9.56947 4.57541 -2.19778  -0.158
O47 -9.37482 3.19065 -2.41424  -0.142
C67 -8.02232 2.73282 -2.54869  -0.187
C68 -7.83176 1.25850 -2.03998  -0.182
O48 -6.52912 0.72256 -2.14585  -0.188
C69 -6.04817 0.52126 -3.46317  -0.088
H157 -11.17268 5.58741 -6.21225  0.085
H158 -9.91629 4.54946 -6.03480  0.077
H159 -9.46703 6.20279 -6.22722  0.081
H160 -8.80926 6.44626 -3.14734  0.115
H161 -8.42526 4.88620 -3.95515  0.099
H162 -10.62454 4.65658 -1.93638  0.127
H163 -8.92386 4.81222 -1.35208  0.114
H164 -7.26157 3.33279 -2.04930  0.122
H165 -7.66114 2.77123 -3.57639  0.102
H166 -8.63441 0.63060 -2.42675  0.120
H167 -7.96866 1.35972 -0.96336  0.120
H168 -5.84891 1.41418 -4.05568  0.077
H169 -6.72451 -0.11311 -4.03610  0.092
H170 -5.05065 0.08730 -3.39436  0.068
C70 3.74223 4.40254 2.72008  -0.021
O49 4.24677 3.89987 4.01745  -0.219
C71 5.26289 4.58627 4.58210  -0.247
C72 5.73851 4.00415 5.93995  -0.170
O50 7.01611 4.38985 6.31274  -0.139
C73 7.43504 4.12255 7.62265  -0.210
C74 8.67842 4.85514 8.08372  -0.132
O51 8.29268 6.27793 8.22512  -0.209
C75 8.12125 7.11463 7.05014  -0.080
H171 4.59066 4.09333 2.10962  0.060
H172 3.44327 5.44821 2.64722  0.092
H173 2.86008 3.77801 2.57911  0.087
H174 4.89320 5.61156 4.59657  0.124
H175 6.06339 4.63306 3.84377  0.107
H176 5.67376 2.91723 5.88966  0.129
H177 5.02859 4.29055 6.71589  0.106
H178 7.68411 3.06199 7.58688  0.104
H179 6.59723 4.18136 8.31742  0.128
H180 9.47581 4.73017 7.35116  0.123
H181 9.02378 4.37609 8.99987  0.122
H182 9.05479 7.06045 6.49009  0.080
H183 8.22765 8.11028 7.48078  0.086
H184 7.27011 6.88050 6.41074  0.077
C76 6.52205 -0.79420 3.48851  -0.100
O52 5.53742 -1.75033 3.19657  -0.203
C77 5.27456 -2.73638 4.22849  -0.157
C78 3.94092 -3.41246 3.94083  -0.147
O53 2.88170 -2.45859 3.64760  -0.164
C79 1.54123 -2.89001 3.82747  -0.173
C80 1.15174 -3.86484 2.70375  -0.231
O54 0.14418 -4.74585 2.99335  -0.192
C81 -1.16888 -4.25694 3.24362  -0.059
H185 6.72648 -0.14436 2.63762  0.071
H186 7.44314 -1.35649 3.64185  0.083
H187 6.25553 -0.25558 4.39789  0.091
H188 5.20467 -2.37693 5.25514  0.102
H189 6.13946 -3.39069 4.11927  0.127
H190 3.69109 -3.87225 4.89701  0.114
H191 4.04312 -4.14710 3.14210  0.111
H192 0.85277 -2.04553 3.79634  0.124
H193 1.44291 -3.42007 4.77482  0.124
H194 2.00424 -4.38861 2.27129  0.110
H195 0.79193 -3.20955 1.91052  0.105
H196 -1.30294 -3.46509 3.98058  0.094
H197 -1.78068 -5.14619 3.39538  0.088
H198 -1.57835 -3.91161 2.29431  0.061


The highest DFT total energy belongs to which entry?
C4H4O2


Among the records above, which one has the highest largest force on an atom?
C8H11N2O


Among the records above, which one has the lowest DFT total energy?
C81H198O54S9